# 1
A structure of composition C6H11CoN5P at a distorted geometry. Source: the OMol25 dataset; level of theory: ωB97M-V/def2-TZVPD.

```
24
Properties=species:S:1:pos:R:3:mulliken_charge:R:1
Co 0.928 -1.055 1.058 0.169
P 0.261 -3.191 0.639 0.006
N 1.931 0.472 -0.206 -0.043
N 3.995 -0.015 -0.520 0.812
N 5.021 -0.886 -0.878 -0.694
N 3.899 1.199 -1.089 -0.920
N 2.825 -0.528 -0.078 -0.328
C -1.831 2.254 -1.481 -0.171
C -2.200 0.870 -1.364 -0.905
C -1.158 1.586 0.629 -0.564
C -1.406 2.736 -0.187 -0.771
C -1.663 0.435 -0.112 -0.044
C 2.607 1.445 -0.847 -0.302
H 0.560 -3.685 1.945 0.054
H 1.125 -3.906 -0.213 0.090
H 5.069 -1.659 -0.202 0.220
H -2.706 0.289 -2.195 0.282
H 2.151 2.396 -1.155 0.439
H -1.199 3.821 -0.047 0.286
H -1.060 -3.407 0.321 0.086
H -1.927 2.919 -2.356 0.343
H 5.914 -0.399 -0.989 0.267
H -1.946 -0.531 0.326 0.387
H -1.047 1.611 1.701 0.302
```

Summary:
- F_max: 2.93 eV/Å
- Spin multiplicity: 4
- Frontier orbital gap (alpha / beta): 3.80 / 5.06 eV
- E_HOMO (alpha / beta): -1.172 / -2.589 eV
- Total charge: -1
- DFT total energy: -60759.407 eV
- LUMO level (alpha / beta): 2.63 / 2.47 eV



# 2
A structure of composition C6H11GdO4 at a distorted geometry. Source: the OMol25 dataset; level of theory: ωB97M-V/def2-TZVPD.

```
22
Properties=species:S:1:pos:R:3:mulliken_charge:R:1
Gd -0.991 1.310 0.356 1.674
O 0.258 0.060 1.244 -0.780
O -0.972 2.872 -0.892 -0.647
O 4.750 -2.535 1.662 -0.259
O 0.425 0.615 -1.394 -0.330
C 1.394 -0.201 -0.781 -0.302
C 3.386 -2.715 1.552 -0.552
C 1.206 -0.467 0.529 0.182
C 0.881 1.822 -2.029 -0.384
C -0.330 2.747 -2.122 -0.406
C 5.175 -1.987 2.888 -0.588
H 6.268 -1.909 2.857 0.231
H 1.666 2.271 -1.398 0.332
H 0.035 3.721 -2.500 0.343
H 2.949 -3.229 2.422 0.362
H -1.015 2.343 -2.896 0.274
H 4.886 -2.634 3.734 0.298
H 2.390 -1.619 1.105 0.200
H 1.304 1.585 -3.017 0.367
H 3.212 -3.440 0.749 0.324
H 2.162 -0.629 -1.424 0.389
H 4.736 -0.986 3.036 0.272
```

Summary:
- F_max: 4.08 eV/Å
- Spin multiplicity: 9
- Frontier orbital gap (alpha / beta): 4.98 / 8.01 eV
- E_HOMO (alpha / beta): -11.218 / -12.575 eV
- Total charge: +1
- DFT total energy: -35412.797 eV
- LUMO level (alpha / beta): -6.24 / -4.56 eV



# 3
The molecule C6H11IOSi at a distorted geometry. Source: the OMol25 dataset; level of theory: ωB97M-V/def2-TZVPD.

```
20
Properties=species:S:1:pos:R:3:mulliken_charge:R:1
I -4.983 -0.529 -0.373 0.022
Si 2.543 1.679 -0.139 0.407
O 1.820 0.602 0.845 -0.245
C -1.951 -0.113 0.059 -0.794
C -0.477 0.405 0.323 -0.539
C 2.115 -2.186 0.187 -0.809
C -3.230 0.665 -0.689 -0.895
C 0.745 -0.191 0.633 0.752
C 0.963 -1.626 0.539 -0.231
H 1.644 2.777 -0.504 -0.148
H -3.047 0.757 -1.751 0.408
H -3.385 1.635 -0.229 0.413
H 3.630 2.093 0.731 -0.113
H 2.993 -1.601 -0.027 0.209
H -2.335 -0.320 1.064 0.391
H -0.440 1.490 0.362 0.289
H -1.874 -1.073 -0.453 0.415
H 2.204 -3.253 0.084 0.279
H 2.973 1.029 -1.380 -0.111
H 0.091 -2.241 0.716 0.300
```

Summary:
- SMILES: C=C/C(=C\CCI)O[SiH3]
- F_max: 3.96 eV/Å
- Frontier orbital gap: 8.87 eV
- E_HOMO: -8.512 eV
- DFT total energy: -24424.418 eV
- LUMO level: 0.36 eV



# 4
The molecule C6H11N at a distorted geometry. Source: the OMol25 dataset; level of theory: ωB97M-V/def2-TZVPD.

```
18
Properties=species:S:1:pos:R:3:mulliken_charge:R:1
N -0.229 -1.973 -0.089 -0.568
C -0.478 1.758 0.624 -1.284
C -0.797 0.400 -0.057 0.782
C 0.055 -0.600 0.181 0.490
C -2.136 0.162 -0.673 -1.353
C 1.585 -0.450 0.287 -0.473
C 2.300 0.647 -0.105 -0.772
H 2.629 1.559 0.376 0.389
H 0.447 2.214 0.249 0.241
H -1.427 2.314 0.541 0.366
H 2.051 -1.442 0.332 0.237
H -0.723 -2.174 -0.956 0.201
H 0.606 -2.541 -0.049 0.215
H -2.050 -0.382 -1.613 0.356
H -0.335 1.412 1.640 0.328
H 2.732 0.540 -1.116 0.171
H -2.790 -0.358 0.037 0.316
H -2.650 1.118 -0.640 0.358
```

Summary:
- SMILES: C=CC(N)=C(C)C
- F_max: 2.50 eV/Å
- Frontier orbital gap: 7.13 eV
- E_HOMO: -7.220 eV
- DFT total energy: -7886.004 eV
- LUMO level: -0.09 eV



# 5
The molecule C6H11N at a distorted geometry. Source: the OMol25 dataset; level of theory: ωB97M-V/def2-TZVPD.

```
18
Properties=species:S:1:pos:R:3:mulliken_charge:R:1
N -1.251 0.040 -0.863 -0.300
C 1.179 -0.899 0.590 0.198
C 1.266 -0.001 -0.422 -0.479
C 2.405 -1.634 1.200 -1.092
C -1.740 1.028 0.084 -0.208
C -2.968 1.621 -0.039 -0.694
C 0.160 0.412 -1.399 -0.721
H -0.045 1.405 -1.619 0.434
H -3.172 2.616 0.519 0.218
H 3.404 -1.766 0.451 0.235
H -0.991 1.313 0.779 0.371
H 2.785 -0.995 1.967 0.332
H 2.083 -2.406 1.890 0.346
H 0.230 -1.530 0.917 0.226
H 2.199 0.589 -0.524 0.324
H -3.859 1.066 -0.377 0.231
H 0.389 -0.239 -2.204 0.329
H -2.075 -0.620 -0.952 0.251
```

Summary:
- SMILES: C=CNC/C=C/C
- F_max: 5.26 eV/Å
- Frontier orbital gap: 8.96 eV
- E_HOMO: -7.799 eV
- DFT total energy: -7886.019 eV
- LUMO level: 1.16 eV



# 6
The molecule C6H11N at a distorted geometry. Source: the OMol25 dataset; level of theory: ωB97M-V/def2-TZVPD.

```
18
Properties=species:S:1:pos:R:3:mulliken_charge:R:1
N -1.631 -0.653 -2.037 -0.587
C -0.441 -0.700 0.066 0.442
C 1.751 -0.333 0.702 -1.149
C -1.733 -0.614 0.870 -1.569
C -0.542 -0.700 -1.514 -0.106
C 0.605 0.483 0.454 0.473
C 0.739 1.605 -0.565 -1.382
H 2.522 -0.470 -0.053 0.311
H 0.504 -0.808 -1.914 0.358
H 1.308 1.285 -1.445 0.324
H 1.270 2.446 -0.108 0.393
H -1.511 -0.696 1.939 0.424
H 1.847 -0.891 1.628 0.394
H 0.177 0.864 1.390 0.252
H -2.241 0.337 0.686 0.332
H 0.030 -1.685 0.214 0.319
H -2.415 -1.422 0.597 0.420
H -0.239 1.953 -0.910 0.351
```

Summary:
- F_max: 2.61 eV/Å
- Frontier orbital gap (alpha / beta): 7.64 / 9.40 eV
- E_HOMO (alpha / beta): -7.811 / -9.000 eV
- DFT total energy: -7886.412 eV
- LUMO level (alpha / beta): -0.17 / 0.40 eV



# 7
The molecule C6H11N at a distorted geometry. Source: the OMol25 dataset; level of theory: ωB97M-V/def2-TZVPD.

```
18
Properties=species:S:1:pos:R:3:mulliken_charge:R:1
N -0.412 0.896 2.072 -0.589
C 0.460 0.251 1.656 0.171
C 1.193 -0.486 0.658 0.426
C 0.140 -0.274 -0.769 -0.881
C -1.114 0.597 -0.575 0.017
C 2.623 0.034 0.392 -1.398
C -2.518 -0.019 -0.739 -1.205
H 2.585 1.084 0.089 0.357
H -2.510 -1.103 -0.585 0.321
H -0.122 -1.294 -1.073 0.314
H -2.995 0.174 -1.707 0.315
H 1.232 -1.547 0.957 0.298
H -3.177 0.406 0.029 0.321
H 3.333 -0.035 1.232 0.366
H 0.844 0.166 -1.479 0.360
H -1.064 0.884 0.501 0.077
H -1.040 1.568 -1.082 0.377
H 3.049 -0.547 -0.430 0.353
```

Summary:
- SMILES: CCC[C@@H](C)C#N
- F_max: 1.83 eV/Å
- Frontier orbital gap: 11.30 eV
- E_HOMO: -10.356 eV
- DFT total energy: -7888.952 eV
- LUMO level: 0.94 eV



# 8
The molecule C6H11N at a distorted geometry. Source: the OMol25 dataset; level of theory: ωB97M-V/def2-TZVPD.

```
18
Properties=species:S:1:pos:R:3:mulliken_charge:R:1
N -2.906 0.078 0.240 -0.418
C -1.688 0.739 0.242 -0.136
C 1.408 -0.345 0.825 0.145
C -0.798 -0.488 -1.841 -0.983
C 0.729 0.461 0.038 -0.547
C -0.652 0.230 -0.489 -0.054
C 2.828 -0.113 1.318 -1.153
H -1.774 -0.953 -2.002 0.395
H -2.780 -0.824 -0.185 0.157
H 1.005 -1.302 1.179 0.350
H 3.530 -0.582 0.641 0.273
H 3.053 0.965 1.257 0.302
H 1.218 1.352 -0.361 0.238
H -0.541 0.303 -2.562 0.235
H -1.788 1.754 0.599 0.378
H -3.749 0.343 0.699 0.186
H 0.071 -1.159 -1.952 0.295
H 2.834 -0.459 2.355 0.337
```

Summary:
- SMILES: C/C=C/C(C)=C/N
- F_max: 1.97 eV/Å
- Frontier orbital gap: 8.12 eV
- E_HOMO: -7.026 eV
- DFT total energy: -7888.119 eV
- LUMO level: 1.10 eV



# 9
A cluster of 2 separate species, C6H11N in total at a distorted geometry. Source: the OMol25 dataset; level of theory: ωB97M-V/def2-TZVPD.

```
18
Properties=species:S:1:pos:R:3:mulliken_charge:R:1
N -0.077 1.139 2.237 -0.463
C 0.221 -0.271 0.034 0.995
C 0.048 0.517 1.270 -0.014
C 3.022 -0.015 1.246 -0.444
C -1.715 0.934 -1.164 -1.179
C -0.240 0.545 -1.188 -0.682
C -0.471 -1.632 0.170 -1.557
H 0.378 1.447 -1.256 0.310
H -0.020 -0.055 -2.080 0.378
H -1.964 1.542 -2.039 0.372
H 2.744 -0.424 2.243 0.224
H -0.044 -2.204 0.999 0.388
H 3.008 1.079 1.444 0.228
H -1.544 -1.523 0.351 0.371
H -1.953 1.521 -0.270 0.324
H -0.329 -2.207 -0.750 0.359
H 1.305 -0.449 -0.070 0.090
H -2.368 0.055 -1.176 0.300
```

Summary:
- F_max: 1.00 eV/Å
- Frontier orbital gap (alpha / beta): 8.71 / 8.78 eV
- E_HOMO (alpha / beta): -9.749 / -9.832 eV
- DFT total energy: -7885.689 eV
- LUMO level (alpha / beta): -1.04 / -1.05 eV



# 10
The molecule C6H11N at a distorted geometry. Source: the OMol25 dataset; level of theory: ωB97M-V/def2-TZVPD.

```
18
Properties=species:S:1:pos:R:3:mulliken_charge:R:1
N -0.829 -1.189 1.933 -0.509
C -0.159 -1.161 0.638 -0.176
C -0.483 1.357 0.637 -0.287
C -1.784 1.627 0.695 -0.739
C 1.807 -0.708 -1.501 -1.219
C 0.615 0.260 -1.299 -0.521
C -0.037 0.039 0.053 0.150
H -0.026 -0.056 -2.152 0.208
H -0.294 -0.907 2.728 0.202
H 1.448 -1.734 -1.578 0.292
H -1.829 -1.167 1.872 0.214
H 2.630 -0.674 -0.771 0.343
H 0.827 1.289 -1.574 0.448
H 0.185 -2.158 0.402 0.314
H -2.535 0.896 0.444 0.260
H -2.151 2.619 0.938 0.280
H 2.307 -0.351 -2.407 0.365
H 0.309 2.019 0.942 0.374
```

Summary:
- SMILES: C=C/C(=C\N)CC
- F_max: 2.67 eV/Å
- Frontier orbital gap: 9.82 eV
- E_HOMO: -8.683 eV
- DFT total energy: -7888.318 eV
- LUMO level: 1.13 eV



Question: Among the records above, which one has the highest F_max?
Answer: number 5



Question: Look up the DFT total energy of the eighth one.
Answer: -7888.119 eV